Entry 1:
# BFH3OTl

A structure of composition BFH3OTl (the ωB97M-V functional and the def2-TZVPD basis, the OMol25 dataset).

Summary:
HOMO energy (eV): -22.23
E_LUMO (Ha): -0.5854
Gap between HOMO and LUMO (eV): 6.30
Calculated total energy (a.u.): -373.3659

The geometry in ORCA input format:
```
! wB97M-V def2-TZVPD RIJCOSX def2/J DEFGRID3
* xyz 2 1
O 0.549 -0.292 0.429
B -0.710 0.205 0.091
F -1.661 -0.676 0.173
H 1.257 0.237 -0.011
H -0.905 1.204 0.995
H -0.842 0.818 -1.056
Tl 2.312 -1.496 -0.621
*
```

Entry 2:
# C41H58IO38P

A cluster of 12 separate species, C41H58IO38P in total (the ωB97M-V functional and the def2-TZVPD basis, the OMol25 dataset).

Summary:
HOMO energy (eV): -8.52
E_LUMO (Ha): 0.0116
Gap between HOMO and LUMO (eV): 8.84
SMILES string: O=C1OC[C@@H](CP(=O)(O)O)[C@@H]1CCCI.O=C1OCCO1.O=C1OCCO1.O=C1OCCO1.O=C1OCCO1.O=C1OCCO1.O=C1OCCO1.O=C1OCCO1.O=C1OCCO1.O=C1OCCO1.O=C1OCCO1.O=C1OCCO1
Calculated total energy (a.u.): -5095.4122

The geometry in ORCA input format:
```
! wB97M-V def2-TZVPD RIJCOSX def2/J DEFGRID3
* xyz 0 1
O -2.362 -0.122 5.118
C -2.113 -0.318 3.922
O -0.942 0.172 3.205
C -1.440 0.721 1.944
C -2.862 0.003 1.643
C -3.202 -0.501 0.143
P -4.782 0.325 -0.483
O -4.696 1.856 -0.575
O -6.085 -0.086 0.545
O -5.158 -0.276 -2.043
C -2.863 -1.161 2.787
C -4.415 -1.504 2.928
C -4.765 -2.558 4.094
C -6.307 -3.005 3.830
I -6.470 -4.646 2.379
H -0.826 0.487 1.006
H -1.722 1.824 2.073
H -3.610 0.742 2.089
H -3.435 -1.632 0.176
H -2.295 -0.277 -0.516
H -6.841 0.530 0.337
H -5.162 -1.265 -1.978
H -2.115 -1.988 2.560
H -5.096 -0.591 3.012
H -4.720 -2.027 1.944
H -4.099 -3.485 4.056
H -4.732 -2.079 5.137
H -6.796 -2.087 3.333
H -6.882 -3.196 4.791
C 1.049 1.283 -2.608
C 2.284 0.548 -2.187
O 1.862 -0.144 -1.016
C 0.514 -0.281 -1.098
O -0.145 -0.962 -0.359
O 0.002 0.449 -2.124
H 0.983 1.403 -3.690
H 0.965 2.266 -2.136
H 2.610 -0.183 -2.932
H 3.113 1.220 -1.964
C 5.893 -1.614 -4.692
C 6.461 -0.260 -4.963
O 5.462 0.355 -5.768
C 4.288 -0.278 -5.497
O 3.215 0.097 -5.875
O 4.490 -1.389 -4.737
H 6.193 -2.001 -3.717
H 6.159 -2.344 -5.462
H 6.591 0.329 -4.053
H 7.413 -0.306 -5.494
C -8.306 2.609 4.578
C -7.653 2.125 3.319
O -6.748 1.134 3.789
C -7.222 0.693 4.984
O -6.790 -0.257 5.568
O -8.249 1.468 5.426
H -9.338 2.923 4.418
H -7.755 3.428 5.050
H -8.362 1.659 2.632
H -7.120 2.919 2.794
C 5.923 -2.688 -0.256
C 6.105 -1.729 0.880
O 6.278 -0.480 0.222
C 5.696 -0.586 -1.000
O 5.515 0.340 -1.744
O 5.342 -1.876 -1.270
H 5.265 -3.519 0.001
H 6.872 -3.088 -0.624
H 5.223 -1.670 1.523
H 6.973 -1.968 1.492
C 6.199 3.274 -4.909
C 6.021 4.603 -4.243
O 6.252 4.307 -2.872
C 7.016 3.182 -2.824
O 7.530 2.754 -1.827
O 7.123 2.606 -4.056
H 6.600 3.364 -5.920
H 5.272 2.697 -4.946
H 6.759 5.340 -4.575
H 5.023 5.011 -4.391
C 8.544 -0.972 5.731
C 8.470 -0.259 4.414
O 8.108 -1.296 3.509
C 7.490 -2.267 4.240
O 6.910 -3.208 3.769
O 7.613 -2.034 5.572
H 8.265 -0.332 6.568
H 9.534 -1.396 5.922
H 7.693 0.511 4.398
H 9.421 0.191 4.130
C -6.518 -10.182 1.634
C -6.324 -9.235 2.779
O -6.170 -7.978 2.134
C -6.774 -8.076 0.917
O -6.975 -7.151 0.183
O -7.120 -9.363 0.641
H -7.166 -11.021 1.891
H -5.572 -10.570 1.246
H -7.196 -9.189 3.438
H -5.443 -9.476 3.375
C -9.424 1.306 -2.428
C -9.965 2.686 -2.220
O -9.924 2.835 -0.807
C -8.979 1.977 -0.342
O -8.571 1.971 0.791
O -8.556 1.133 -1.315
H -8.877 1.208 -3.366
H -10.203 0.540 -2.389
H -9.336 3.456 -2.675
H -10.984 2.795 -2.594
C 2.163 8.181 -6.043
C 3.637 7.913 -6.080
O 3.778 6.788 -5.223
C 2.573 6.153 -5.194
O 2.391 5.076 -4.701
O 1.609 6.894 -5.797
H 1.790 8.591 -6.983
H 1.879 8.849 -5.226
H 3.989 7.642 -7.080
H 4.224 8.757 -5.715
C -1.520 7.074 -1.547
C -0.889 5.956 -2.321
O -0.115 6.642 -3.296
C 0.148 7.879 -2.803
O 0.918 8.655 -3.297
O -0.571 8.126 -1.676
H -1.676 6.819 -0.498
H -2.470 7.399 -1.979
H -0.223 5.344 -1.706
H -1.628 5.309 -2.795
C 6.464 -6.294 4.051
C 5.072 -6.811 4.255
O 5.239 -8.220 4.174
C 6.537 -8.489 4.485
O 6.972 -9.588 4.674
O 7.275 -7.348 4.555
H 6.649 -5.368 4.594
H 6.702 -6.139 2.994
H 4.673 -6.558 5.242
H 4.379 -6.456 3.491
*
```

Entry 3:
# C15H24NO2

The ion C15H24NO2 with charge +1 (the ωB97M-V functional and the def2-TZVPD basis, the OMol25 dataset).

Summary:
Energy relative to the best compared isomer or geometry (same formula, charge and spin) (kcal per mole): 21.83
HOMO energy (eV): -12.03
E_LUMO (Ha): -0.0850
Gap between HOMO and LUMO (eV): 9.71
SMILES string: C=CCc1ccccc1OC[C@H](O)C[NH2+]C(C)C
Calculated total energy (a.u.): -790.9564

The geometry in ORCA input format:
```
! wB97M-V def2-TZVPD RIJCOSX def2/J DEFGRID3
* xyz 1 1
C 1.695 -4.171 -0.668
C 0.388 -4.067 -0.522
C -0.480 -3.104 -1.282
C -1.377 -2.346 -0.343
C -2.555 -2.921 0.121
C -3.383 -2.254 1.004
C -3.046 -0.985 1.445
C -1.878 -0.393 1.000
C -1.052 -1.072 0.116
O 0.112 -0.429 -0.352
C 1.326 -0.788 0.301
H 1.178 -1.681 0.914
H 2.063 -1.024 -0.473
C 1.869 0.369 1.169
O 0.991 0.710 2.220
H 0.958 0.005 2.876
C 2.020 1.650 0.334
N 0.655 2.123 0.020
H 0.153 1.242 -0.291
H 0.224 2.405 0.909
C 0.508 3.213 -0.984
C 1.041 4.521 -0.422
H 2.106 4.466 -0.214
H 0.887 5.317 -1.144
H 0.515 4.793 0.491
C -0.967 3.310 -1.349
H -1.341 2.361 -1.727
H -1.107 4.056 -2.126
H -1.562 3.608 -0.489
H 1.087 2.918 -1.864
H 2.556 1.441 -0.592
H 2.558 2.406 0.907
H 2.853 0.070 1.553
H -1.603 0.590 1.351
H -3.687 -0.457 2.133
H -4.292 -2.722 1.348
H -2.823 -3.907 -0.226
H 0.137 -2.419 -1.866
H -1.104 -3.678 -1.973
H -0.139 -4.703 0.177
H 2.273 -4.891 -0.115
H 2.242 -3.561 -1.368
*
```

Entry 4:
# C2H3O4PS

The ion C2H3O4PS with charge -2 (the ωB97M-V functional and the def2-TZVPD basis, the OMol25 dataset).

Summary:
Energy relative to the best compared isomer or geometry (same formula, charge and spin) (kcal per mole): 40.75
HOMO energy (eV): 0.05
E_LUMO (Ha): 0.1965
Gap between HOMO and LUMO (eV): 5.30
SMILES string: O=C(CS)P(=O)([O-])[O-]
Calculated total energy (a.u.): -1118.5546

The geometry in ORCA input format:
```
! wB97M-V def2-TZVPD RIJCOSX def2/J DEFGRID3
* xyz -2 1
C 0.413 1.476 0.279
C 0.084 -0.265 0.369
O 1.000 3.281 2.196
O 0.487 0.767 2.871
O 0.910 1.854 -0.741
O -1.393 2.419 2.187
P 0.094 2.057 2.153
S 0.345 -0.756 -1.408
H -0.906 -0.433 0.785
H 0.935 -0.491 1.017
H 0.919 0.309 -1.781
*
```

Entry 5:
# C13H17NSi

An isolated molecule of C13H17NSi (the ωB97M-V functional and the def2-TZVPD basis, the OMol25 dataset).

Summary:
Energy relative to the best compared isomer or geometry (same formula, charge and spin) (kcal per mole): 0.00
HOMO energy (eV): -7.61
E_LUMO (Ha): 0.0279
Gap between HOMO and LUMO (eV): 8.37
SMILES string: Cn1cc([SiH]2CCCC2)c2ccccc21
Calculated total energy (a.u.): -849.7432

The geometry in ORCA input format:
```
! wB97M-V def2-TZVPD RIJCOSX def2/J DEFGRID3
* xyz 0 1
C -3.255 -2.170 -0.105
C -4.252 -1.192 -0.281
C -1.888 -1.941 0.028
C -3.866 0.154 -0.047
C -0.472 1.410 0.343
C -1.474 -0.629 0.148
C -2.449 0.405 0.124
C -0.187 -0.108 0.365
C 4.082 -0.341 0.580
C 3.722 0.145 -0.869
C 2.827 -0.469 1.410
C 2.436 -0.434 -1.344
C -2.377 2.879 0.040
N -1.791 1.607 0.229
Si 1.425 -0.953 0.176
H -3.490 -3.251 -0.264
H -5.311 -1.429 -0.386
H -1.148 -2.701 -0.104
H -4.556 1.069 -0.192
H 0.378 2.186 0.383
H 4.614 -1.346 0.528
H 4.758 0.411 1.102
H 3.663 1.237 -0.829
H 4.601 0.165 -1.561
H 3.051 -1.231 2.059
H 2.598 0.364 1.940
H 1.990 0.230 -2.197
H 2.714 -1.279 -1.885
H -2.044 3.465 0.957
H -2.302 3.518 -0.892
H -3.386 2.677 0.202
H 1.388 -2.446 0.344
*
```